# 1
Entry from the OMol25 dataset: 2 unconnected molecules or ions with the total composition C4H13NO in a non-equilibrium geometry (wB97M-V/def2-TZVPD).

LUMO ... 0.78 eV
Highest occupied orbital energy ... -9.580 eV
SMILES ... CCC.NCO
HOMO-LUMO gap ... 10.4 eV
E_tot ... -290.160059 Eh
ΔE to the lowest compared entry with this formula, charge and spin ... 23.1 kcal/mol

```
! RIJCOSX wB97M-V def2-TZVPD def2/J DEFGRID3
* xyz 0 1
C -1.457 0.701 0.451
C -2.645 -0.198 0.684
C -2.326 -1.729 0.760
H -0.919 1.076 1.318
H -1.706 1.512 -0.232
H -0.664 0.143 -0.075
H -3.346 -0.047 -0.136
H -3.184 0.058 1.601
H -1.422 -1.904 1.342
H -3.217 -2.201 1.152
H -2.055 -1.984 -0.265
N 2.774 -0.313 -0.099
C 3.202 0.915 -0.680
O 2.981 0.928 -2.106
H 2.743 -0.989 -0.843
H 1.898 -0.394 0.373
H 2.709 1.810 -0.298
H 4.284 1.005 -0.570
H 2.349 1.610 -2.380
*
```

Mulliken charges in e:
1. C -0.936
2. C -0.247
3. C -1.097
4. H 0.313
5. H 0.324
6. H 0.149
7. H 0.235
8. H 0.320
9. H 0.300
10. H 0.334
11. H 0.294
12. N -0.565
13. C -0.106
14. O -0.543
15. H 0.232
16. H 0.255
17. H 0.256
18. H 0.185
19. H 0.297

---

# 2
Entry from the OMol25 dataset: 2 unconnected molecules or ions with the total composition C4H13NO in a non-equilibrium geometry (wB97M-V/def2-TZVPD).

LUMO (spin up / spin down) ... -3.76 / -9.31 eV
Highest occupied orbital energy (spin up / spin down) ... -14.454 / -14.399 eV
⟨S²⟩ ... 0.76
HOMO-LUMO gap (spin up / spin down) ... 10.7 / 5.1 eV
E_tot ... -289.806758 Eh
ΔE to the lowest compared entry with this formula, charge and spin ... 47.3 kcal/mol

```
! RIJCOSX wB97M-V def2-TZVPD def2/J DEFGRID3
* xyz 1 2
C -1.775 1.061 0.758
C -0.847 0.008 1.366
C 0.413 0.584 2.018
H -1.360 2.061 0.632
H -2.315 0.720 -0.122
H -2.601 1.231 1.456
H -1.369 -0.563 2.139
H -0.665 -0.799 0.637
H 1.337 0.142 1.650
H 0.422 0.407 3.091
H 0.460 1.663 1.975
N 0.571 -1.488 -2.506
C 1.112 -0.827 -1.402
O 1.921 0.257 -1.625
H 1.088 -1.298 -3.362
H -0.435 -1.470 -2.643
H 1.616 -1.571 -0.745
H 0.294 -0.436 -0.743
H 2.134 0.317 -2.572
*
```

Mulliken charges in e:
1. C -1.220
2. C -0.202
3. C -1.021
4. H 0.338
5. H 0.320
6. H 0.358
7. H 0.338
8. H 0.393
9. H 0.226
10. H 0.325
11. H 0.324
12. N -0.221
13. C 0.507
14. O -0.341
15. H 0.303
16. H 0.297
17. H 0.270
18. H -0.324
19. H 0.332

---

# 3
Entry from the OMol25 dataset: 3 unconnected molecules or ions with the total composition C4H13NO2 in a non-equilibrium geometry (wB97M-V/def2-TZVPD).

LUMO (spin up / spin down) ... 2.99 / 2.97 eV
Highest occupied orbital energy (spin up / spin down) ... 1.044 / -4.250 eV
⟨S²⟩ ... 0.75
HOMO-LUMO gap (spin up / spin down) ... 1.9 / 7.2 eV
E_tot ... -365.280761 Eh
ΔE to the lowest compared entry with this formula, charge and spin ... 69.2 kcal/mol

```
! RIJCOSX wB97M-V def2-TZVPD def2/J DEFGRID3
* xyz -1 2
C 0.350 0.895 -1.145
N 0.810 0.598 0.180
C -0.136 1.090 1.159
C -1.524 2.938 1.775
C -0.293 2.573 1.196
H -0.759 1.257 -1.362
H 0.319 0.104 -1.843
H 0.854 1.785 -1.739
H 1.658 1.227 0.265
H -1.207 0.634 1.228
H 0.118 0.810 2.229
H -1.519 3.917 2.251
H -2.298 2.226 1.693
H 0.602 3.148 1.147
H 2.361 -1.142 -0.036
H 1.508 -2.246 -0.323
O 2.402 -2.033 0.048
H -1.569 -5.297 -2.262
H -0.906 -6.651 -1.979
O -0.768 -5.834 -2.482
*
```

Mulliken charges in e:
1. C -1.468
2. N 1.255
3. C -1.666
4. C -0.810
5. C -0.355
6. H 0.136
7. H 0.406
8. H 0.272
9. H 0.288
10. H 0.189
11. H 0.078
12. H 0.394
13. H 0.192
14. H 0.324
15. H 0.337
16. H 0.302
17. O -0.796
18. H 0.403
19. H 0.350
20. O -0.831